Density functional theory data (ωB97M-V with the def2-TZVPD basis set) for C7H12AlN2O as an isolated structure.

The geometry in XYZ format:
```
23
Properties=species:S:1:pos:R:3:forces:R:3
Al -0.690428 0.800453 -1.471006 -0.07 0.10 -0.19
O -2.255710 -0.851032 0.319711 -0.18 -0.10 0.06
N 3.239441 -0.181464 1.273103 -0.05 -0.08 0.09
N -0.725264 -0.308720 -2.986821 -0.05 -0.02 0.35
C -1.840832 -0.880943 1.650908 0.13 0.03 0.04
C 0.965900 0.381517 -0.378780 0.10 -0.03 0.16
C 2.682027 -1.111187 0.496423 -0.09 0.06 -0.17
C 1.583185 -0.875577 -0.323371 0.00 -0.04 0.05
C 2.655576 1.016880 1.252566 -0.07 0.20 -0.03
C 1.552186 1.334687 0.469761 0.06 -0.17 -0.09
C -2.275908 0.496356 -0.236732 0.28 0.06 -0.03
H -3.243541 0.601329 -0.747807 0.02 0.03 0.07
H -2.272850 1.222823 0.593269 -0.15 -0.04 -0.04
H -1.870268 -1.919873 1.994937 0.02 0.06 -0.04
H 1.153019 2.345403 0.514765 0.03 -0.05 0.00
H -1.666019 -0.387327 -3.364146 0.07 -0.01 -0.09
H 1.199728 -1.702454 -0.919198 0.06 0.07 0.04
H 3.143830 -2.097390 0.521895 -0.01 0.07 0.01
H -0.464346 -1.261755 -2.745656 0.01 0.00 -0.11
H -0.655133 2.384574 -1.878484 -0.03 -0.01 0.03
H -2.502459 -0.278359 2.298150 0.05 -0.04 -0.05
H 3.100236 1.775588 1.898012 -0.01 -0.09 -0.06
H -0.812370 -0.503530 1.768500 -0.10 -0.01 0.02
```
Positions in Å, forces in eV/Å.

## Properties
DFT total energy: -19079.792 eV
charge: -1
F_max: 0.35 eV/Å
LUMO level: 0.1305 hartree

Quick look at the natural (NBO) charges, all values in e:
1. Al 1.442
2. O -0.583
3. N -0.466
4. N -1.381
5. C -0.236
6. C -0.409
7. C 0.007
8. C -0.275
9. C 0.006
10. C -0.275
11. C -0.609
12. H 0.168
13. H 0.156
14. H 0.167
15. H 0.203
16. H 0.348
17. H 0.195
18. H 0.168
19. H 0.346
20. H -0.449
21. H 0.141
22. H 0.167
23. H 0.168

---

Density functional theory data (ωB97M-V with the def2-TZVPD basis set) for one molecule with the formula C11H9N3O3S.

The geometry in XYZ format:
```
27
Properties=species:S:1:pos:R:3:forces:R:3
S -1.263710 0.494413 0.116701 0.22 0.46 -0.06
O -3.493862 -0.866102 -1.286746 0.07 0.12 -0.01
O 1.083415 2.644231 1.980229 -0.02 -0.03 -0.04
O -3.715928 -4.471068 1.489810 -0.20 -0.31 0.05
N -1.568214 -1.688856 1.573200 -0.10 0.56 -0.52
N -3.622609 -2.670909 0.087693 -0.12 -0.02 -0.10
N -2.167645 -2.856735 1.862405 -0.04 -0.30 0.19
C 1.719906 1.689886 -0.081783 0.48 0.29 -0.42
C 3.188418 1.739163 -2.443927 -0.02 -0.04 0.02
C 2.350567 2.862737 -0.503237 -0.13 -0.10 0.10
C -0.026060 0.619536 1.457317 -0.51 -0.07 -0.07
C -3.211548 -3.424288 1.178110 0.12 0.10 0.02
C 3.075438 2.888467 -1.677714 0.03 0.04 -0.03
C 1.845772 0.536491 -0.856081 0.01 0.12 0.18
C 2.578001 0.566374 -2.027797 0.08 -0.06 -0.11
C -3.089812 -1.463976 -0.322441 -0.23 -0.36 0.03
C -1.985006 -1.018784 0.554066 0.46 -0.25 0.77
C 0.955304 1.746417 1.180939 -0.33 -0.23 0.20
H 2.673759 -0.330337 -2.621695 0.01 -0.07 -0.04
H 2.249282 3.746532 0.108552 0.00 0.06 0.05
H -4.392604 -3.050139 -0.453810 0.14 0.05 0.10
H 3.754384 1.755090 -3.363406 0.04 0.00 -0.08
H 3.553172 3.802223 -1.997555 0.03 0.08 -0.03
H -0.552496 0.818179 2.390559 0.18 -0.03 -0.02
H 0.480765 -0.342569 1.523993 0.09 0.02 0.05
H 1.390467 -0.391046 -0.546502 -0.09 -0.07 0.03
H -1.809158 -3.334929 2.679121 -0.19 0.05 -0.25
```
Positions in Å, forces in eV/Å.

## Properties
DFT total energy: -33001.374 eV
F_max: 0.93 eV/Å
LUMO level: -0.0045 hartree

Quick look at the natural (NBO) charges, all values in e:
1. S 0.341
2. O -0.544
3. O -0.515
4. O -0.598
5. N -0.225
6. N -0.626
7. N -0.431
8. C -0.211
9. C -0.177
10. C -0.139
11. C -0.627
12. C 0.756
13. C -0.219
14. C -0.106
15. C -0.240
16. C 0.617
17. C -0.075
18. C 0.564
19. H 0.217
20. H 0.235
21. H 0.438
22. H 0.217
23. H 0.218
24. H 0.255
25. H 0.251
26. H 0.204
27. H 0.419

---

Density functional theory data (ωB97M-V with the def2-TZVPD basis set) for a 2-piece molecular cluster, C4H8I2 overall at a distorted geometry.

The geometry in XYZ format:
```
14
Properties=species:S:1:pos:R:3:forces:R:3
I -3.056359 0.963757 -0.342663 1.67 -0.46 0.34
I 2.597526 1.317223 -0.138158 -0.76 0.00 0.16
C -0.009816 -0.707331 1.286803 -0.03 -0.31 0.80
C -0.175200 0.127879 0.041434 0.17 -2.12 -1.66
C -0.057687 -0.760776 -1.186082 -0.60 -2.04 0.96
C 0.346668 1.462923 -0.127749 0.03 1.59 3.70
H 0.172131 1.958011 -1.056513 -0.44 0.22 -0.29
H -0.830446 -1.428974 1.371128 -0.55 0.80 0.32
H -0.282140 -0.230845 -2.175655 0.49 -1.24 1.48
H 0.061502 2.051299 0.859968 0.88 -0.65 -2.43
H 0.223348 -0.182575 2.240140 -0.57 -0.17 -0.78
H 0.757601 -1.505678 1.191359 0.36 0.96 -0.52
H 0.921992 -1.354990 -1.048400 -0.68 1.67 -0.87
H -0.669114 -1.709922 -0.915615 0.03 1.77 -1.22
```
Positions in Å, forces in eV/Å.

## Properties
DFT total energy: -20477.041 eV
ΔE to the lowest compared entry with this formula, charge and spin: 48.12 kcal per mole
F_max: 4.03 eV/Å
LUMO level: -0.0826 hartree

Quick look at the natural (NBO) charges, all values in e:
1. I -0.352
2. I 0.062
3. C -0.748
4. C 0.317
5. C -0.743
6. C -0.573
7. H 0.253
8. H 0.265
9. H 0.259
10. H 0.266
11. H 0.243
12. H 0.253
13. H 0.253
14. H 0.245

---

Density functional theory data (ωB97M-V with the def2-TZVPD basis set) for one molecule with the formula C5H6O3 at a distorted geometry.

The geometry in XYZ format:
```
14
Properties=species:S:1:pos:R:3:forces:R:3
O 1.810878 -1.165268 -0.699065 -2.51 -1.48 1.60
O -2.453330 -0.205895 -0.450883 4.07 -1.36 -1.07
O -0.686557 -2.101834 0.183527 0.40 4.67 0.76
C -0.185032 1.391850 -0.320457 1.51 5.55 -2.04
C -0.384280 -0.879008 0.366406 1.75 -1.08 -1.60
C 1.055510 -0.361677 0.339655 1.87 -0.91 -0.35
C 1.089674 1.194757 0.047514 0.18 -3.43 -0.79
C -1.183956 0.390970 0.055930 -3.75 -1.10 3.65
H 2.104450 1.771542 0.096864 -2.62 -0.89 -0.18
H -1.394048 1.187523 1.011565 -0.61 -2.99 -1.39
H -1.982106 -1.200109 -0.662914 -2.71 3.22 0.61
H 1.282146 -2.085125 -0.801506 1.69 3.10 0.61
H -0.457812 2.523801 -0.545884 -0.11 -2.61 0.22
H 1.384466 -0.461527 1.379254 0.86 -0.69 -0.04
```
Positions in Å, forces in eV/Å.

## Properties
DFT total energy: -11419.757 eV
ΔE to the lowest compared entry with this formula, charge and spin: 107.34 kcal per mole
F_max: 6.10 eV/Å
LUMO level: -0.0137 hartree

Quick look at the natural (NBO) charges, all values in e:
1. O -0.716
2. O -0.686
3. O -0.553
4. C -0.205
5. C 0.563
6. C -0.044
7. C -0.224
8. C -0.056
9. H 0.263
10. H 0.248
11. H 0.493
12. H 0.491
13. H 0.233
14. H 0.194

---

Density functional theory data (ωB97M-V with the def2-TZVPD basis set) for a 7-piece molecular cluster, C22H51Br2N10O6 overall at a distorted geometry.

The geometry in XYZ format:
```
91
Properties=species:S:1:pos:R:3:forces:R:3
Br 1.426884 6.362191 -2.717677 0.00 0.06 0.37
Br -1.299314 5.932278 -0.764293 0.15 0.35 0.25
O 2.272209 2.445017 -2.470371 -0.05 0.03 0.03
O 2.141304 8.178348 3.403193 0.17 0.03 0.04
O -0.547813 -1.616144 -2.443122 0.08 -0.13 -0.17
O -3.419935 0.264578 1.350586 0.02 -0.05 0.03
O 0.190109 -7.571813 -2.070054 -0.08 -0.09 0.07
O -3.835382 -9.649242 1.416367 -0.38 -0.26 0.32
N -1.814244 1.271263 0.099043 0.18 0.18 -0.05
N 2.583599 7.289800 -0.363275 -0.32 -0.01 0.46
N 2.151882 9.412231 -1.168125 0.68 0.48 1.08
N 4.924930 9.789343 -0.832788 -0.58 0.94 0.40
N -4.663812 -10.564109 3.318261 -0.06 -0.06 0.17
N 2.099387 1.349947 -4.456941 0.02 -0.02 -0.16
N 2.129063 7.974492 5.663820 -0.03 -0.02 0.14
N 0.445675 -3.642800 -2.670799 0.09 -0.09 -0.12
N 4.117295 8.980580 0.069112 0.58 -1.08 -1.18
N -1.785696 -8.650418 -1.770140 -0.07 -0.03 -0.01
C -1.750880 -8.485939 -0.321389 -0.10 -0.06 -0.12
C 3.582551 7.980870 5.736775 -0.07 0.03 -0.18
C 1.347967 6.795867 -0.874410 -0.34 -0.23 -0.72
C 1.360556 7.857372 6.892173 0.21 0.00 -0.03
C 2.950872 8.547999 -0.467414 -0.17 0.21 -0.14
C -1.065182 0.038378 -0.103151 -0.29 0.01 0.36
C -5.014848 -11.802894 2.641032 0.08 0.14 -0.10
C -0.785522 -8.163112 -2.510551 0.07 -0.04 -0.06
C -4.091094 -9.583889 2.607966 0.06 0.14 -0.05
C 0.291855 6.645030 -0.073867 0.45 -0.16 -0.29
C -1.296100 2.480276 -0.500518 -0.03 -0.33 0.04
C -4.943204 -10.428468 4.735491 -0.03 -0.18 -0.17
C 1.018034 0.494059 -3.981287 0.19 0.27 0.17
C 2.571453 1.194975 -5.819091 -0.15 -0.10 0.15
C 2.626797 2.257704 -3.622350 0.02 0.07 0.01
C 1.017499 -3.579981 -1.335740 -0.11 0.12 -0.03
C 0.405968 7.053204 1.365715 -0.98 0.17 -0.49
C 0.706155 -4.817495 -3.490832 -0.05 0.01 0.26
C -2.912955 -9.342719 -2.363040 0.05 0.05 0.17
C -0.301222 -2.620800 -3.096442 -0.10 0.04 -0.04
C -2.945921 1.251149 0.824317 -0.08 0.05 0.04
C 1.544869 8.077189 4.468643 -0.07 0.05 -0.06
H -0.852787 -8.960229 0.077538 -0.01 0.04 0.05
H -3.862683 -8.687539 3.206725 -0.01 0.00 0.01
H 1.192456 6.526204 1.884268 0.18 0.01 0.11
H -1.239058 2.353643 -1.584295 0.10 0.15 -0.01
H -3.838545 -8.816785 -2.124093 -0.05 -0.07 -0.03
H 3.970461 8.909076 5.317489 0.06 -0.01 0.02
H -2.640536 -8.940412 0.131179 0.51 0.28 -0.33
H -2.972776 -10.358527 -1.969685 -0.08 -0.01 -0.04
H -3.423676 2.245368 0.905087 0.02 0.01 -0.03
H -0.762464 -0.368814 0.863772 0.03 -0.04 -0.03
H 4.595419 9.702851 -1.785743 0.13 -0.35 -0.12
H -4.122016 -12.256168 2.210421 -0.04 -0.05 -0.02
H 3.897060 7.890425 6.772123 -0.05 0.00 0.03
H -1.715549 -7.422777 -0.076433 0.03 -0.02 0.05
H 1.266458 9.502775 -0.671419 -0.39 -0.29 -0.64
H -4.623466 -9.451016 5.089047 0.02 0.02 -0.04
H 4.656126 8.188165 0.400174 0.10 0.09 0.27
H 1.754663 1.378921 -6.519466 0.06 -0.01 -0.07
H -0.689888 -2.764379 -4.118852 0.00 -0.01 0.00
H -2.800505 -9.387985 -3.444748 0.04 0.02 0.00
H 1.781448 -4.921159 -3.648625 -0.02 -0.07 -0.07
H 0.295773 7.868030 6.672120 0.00 0.00 -0.04
H 5.884884 9.486631 -0.783738 0.10 -0.08 0.15
H 1.351846 -0.087174 -3.125140 -0.09 -0.04 0.02
H 3.172020 6.624849 0.117594 0.15 0.02 0.09
H 3.436577 2.847651 -4.086688 0.01 -0.02 -0.02
H 0.176754 1.110785 -3.666375 -0.07 -0.11 0.04
H 1.589902 -4.482724 -1.142749 -0.03 -0.04 -0.05
H -1.689289 -0.692805 -0.605063 0.08 -0.07 -0.04
H -0.187103 0.236759 -0.708471 -0.03 0.03 -0.06
H 1.666925 -2.707222 -1.250147 0.01 -0.01 0.06
H -6.014074 -10.536377 4.915163 0.01 0.02 0.09
H -0.537523 6.917299 1.879887 -0.09 -0.26 0.10
H 0.335130 -5.711051 -2.983870 0.18 0.09 -0.17
H 2.588742 10.331571 -1.144894 -0.16 0.08 -0.16
H -0.294142 2.682868 -0.113157 0.03 0.12 -0.13
H -1.939197 3.327532 -0.275879 -0.09 -0.16 0.08
H 0.222512 -3.487533 -0.595368 0.05 0.00 0.05
H -5.716913 -11.597661 1.832919 0.00 -0.06 -0.02
H 1.593057 8.691568 7.554829 -0.06 -0.02 0.05
H -4.409777 -11.198607 5.295065 -0.03 0.04 0.08
H 0.582749 8.123602 1.381067 0.35 0.12 0.33
H 1.608257 6.922575 7.396098 -0.06 0.01 0.05
H 2.945812 0.180961 -5.970203 0.03 0.02 -0.09
H 3.986327 7.148983 5.159614 0.06 0.01 0.03
H 3.374770 1.900165 -6.021969 0.01 0.02 0.03
H -5.466812 -12.491529 3.349343 0.00 0.03 0.05
H 0.698967 -0.177064 -4.773273 0.04 0.02 -0.05
H -0.917330 -8.345130 -3.591389 0.00 0.00 0.01
H 0.213449 -4.716649 -4.456742 -0.01 0.08 0.01
H 0.443780 8.063742 4.522118 0.00 0.00 0.00
```
Positions in Å, forces in eV/Å.

## Properties
DFT total energy: -190904.741 eV
charge: +1
F_max: 1.70 eV/Å
LUMO level: -0.1118 hartree

Quick look at the Mulliken charges, all values in e:
1. Br -0.056
2. Br -0.084
3. O -0.600
4. O -0.687
5. O -0.544
6. O -0.588
7. O -0.703
8. O -0.701
9. N 0.172
10. N 0.077
11. N -0.468
12. N -0.685
13. N 0.120
14. N 0.186
15. N 0.121
16. N 0.174
17. N -0.036
18. N 0.170
19. C -1.006
20. C -0.932
21. C -0.525
22. C -0.900
23. C 0.563
24. C -0.975
25. C -0.936
26. C 0.131
27. C 0.143
28. C 0.554
29. C -0.575
30. C -0.901
31. C -0.918
32. C -0.960
33. C 0.093
34. C -0.985
35. C -1.154
36. C -0.757
37. C -0.866
38. C 0.026
39. C 0.099
40. C 0.209
41. H 0.284
42. H 0.285
43. H 0.310
44. H 0.315
45. H 0.315
46. H 0.295
47. H 0.562
48. H 0.308
49. H 0.235
50. H 0.311
51. H 0.288
52. H 0.289
53. H 0.383
54. H 0.265
55. H 0.282
56. H 0.297
57. H 0.276
58. H 0.337
59. H 0.312
60. H 0.307
61. H 0.335
62. H 0.299
63. H 0.264
64. H 0.295
65. H 0.210
66. H 0.288
67. H 0.241
68. H 0.370
69. H 0.338
70. H 0.293
71. H 0.288
72. H 0.336
73. H 0.515
74. H 0.218
75. H 0.355
76. H 0.359
77. H 0.029
78. H 0.316
79. H 0.291
80. H 0.343
81. H 0.339
82. H 0.282
83. H 0.348
84. H 0.330
85. H 0.283
86. H 0.308
87. H 0.376
88. H 0.384
89. H 0.268
90. H 0.294
91. H 0.251

---

Density functional theory data (ωB97M-V with the def2-TZVPD basis set) for a 2-piece molecular cluster, C2H3NO3 overall at a distorted geometry.

The geometry in XYZ format:
```
9
Properties=species:S:1:pos:R:3:forces:R:3
O 0.404812 1.374609 -0.578105 1.54 1.59 -0.43
O 0.487543 -1.679750 -0.767239 0.69 0.29 -1.33
O 0.825881 -0.765379 -2.878787 0.12 0.39 -0.17
N -0.352200 0.561769 -0.201805 -1.90 -0.50 0.41
C -0.453025 0.431441 1.256249 0.86 0.32 1.41
C 0.668736 -1.176813 -1.814749 -0.47 -1.51 1.26
H -0.593619 1.355146 1.828496 1.25 0.66 -0.60
H -1.409732 0.071210 1.515223 -0.91 -1.82 -0.17
H 0.421603 -0.172233 1.640716 -1.17 0.58 -0.38
```
Positions in Å, forces in eV/Å.

## Properties
DFT total energy: -9752.846 eV
ΔE to the lowest compared entry with this formula, charge and spin: 74.79 kcal per mole
F_max: 2.25 eV/Å
LUMO level: 0.0025 hartree

Quick look at the natural (NBO) charges, all values in e:
1. O -0.275
2. O -0.538
3. O -0.492
4. N 0.137
5. C -0.543
6. C 1.039
7. H 0.218
8. H 0.214
9. H 0.241